## P
Below is an isolated molecule of C3H6O, with properties calculated with ωB97M-V/def2-TZVPD.

The charge is 0. Its SMILES is C=CCO. The HOMO energy comes out at -9.74 eV. For the HOMO-LUMO gap, the calculation gives 10.73 eV.

Last column: Löwdin charge in e.
Atoms and positions in Å:
C (-1.461, -0.102, -0.856)  -0.0054
C (-0.277, -0.449, -0.386)  -0.1719
C (0.631, 0.417, 0.428)  -0.2656
O (1.352, -0.397, 1.360)  -0.0763
H (-2.052, -0.815, -1.422)  0.0528
H (-1.885, 0.887, -0.732)  0.0575
H (0.050, -1.473, -0.529)  0.1019
H (1.336, 0.972, -0.191)  0.1174
H (0.026, 1.133, 0.989)  0.1148
H (2.282, -0.172, 1.339)  0.0748

***

## Q
Below is a cluster of 2 separate species, C3H6O in total, with properties calculated with ωB97M-V/def2-TZVPD.

The charge is 0. The HOMO energy comes out at -9.45 eV. For the HOMO-LUMO gap, the calculation gives 9.51 eV.

Last column: Löwdin charge in e.
Atoms and positions in Å:
C (-0.815, 0.473, -0.037)  -0.3970
C (0.674, 0.477, -0.044)  -0.1666
C (1.411, -0.614, 0.021)  0.0030
H (-2.255, -0.822, 0.745)  0.2999
H (-1.130, 1.055, -0.911)  0.1106
H (-1.221, 1.099, 0.763)  0.1107
H (1.130, 1.436, -0.160)  0.0897
H (2.493, -0.715, -0.082)  0.0581
H (1.008, -1.584, -0.100)  0.0407
O (-1.295, -0.806, -0.196)  -0.1491

***

Most stable: P. Least stable: Q.

***

## P
Below is an isolated molecule of C3H6O, with properties calculated with ωB97M-V/def2-TZVPD.

The charge is 0. Its SMILES is CCC=O. The HOMO energy comes out at -9.89 eV. For the HOMO-LUMO gap, the calculation gives 10.92 eV.

Last column: Löwdin charge in e.
Atoms and positions in Å:
C (0.632, -1.002, 0.939)  -0.1129
C (0.076, -0.801, -0.443)  -0.2347
C (-0.410, 0.600, -0.682)  -0.2821
O (-0.441, 1.504, 0.110)  0.0582
H (1.436, -0.266, 1.096)  0.0843
H (-0.125, -0.783, 1.693)  0.0794
H (1.038, -2.006, 1.049)  0.0719
H (-0.709, -1.525, -0.673)  0.1152
H (0.813, -1.024, -1.208)  0.1102
H (-0.715, 0.787, -1.714)  0.1104

***

## Q
Below is an isolated molecule of C3H6O, with properties calculated with ωB97M-V/def2-TZVPD.

The charge is 0. Its SMILES is CCC=O. The HOMO energy comes out at -9.95 eV. For the HOMO-LUMO gap, the calculation gives 10.97 eV.

Last column: Löwdin charge in e.
Atoms and positions in Å:
C (-0.898, -0.668, 0.034)  -0.1485
C (-0.181, 0.601, -0.064)  -0.2719
C (1.292, 0.311, 0.007)  -0.2641
O (1.781, -0.821, -0.059)  0.0126
H (-0.648, -1.168, -0.914)  0.0788
H (-0.569, -1.361, 0.923)  0.1252
H (-2.016, -0.679, -0.056)  0.0839
H (-0.340, 1.293, 0.820)  0.1308
H (-0.409, 1.251, -0.896)  0.1129
H (1.988, 1.242, 0.205)  0.1405

***

Most stable: P. Least stable: Q.

***

## P
Below is an isolated molecule of C4H8O2S, with properties calculated with ωB97M-V/def2-TZVPD.

The charge is 0. Its SMILES is CO[C@H](C)C(=O)S. The HOMO energy comes out at -9.47 eV. For the HOMO-LUMO gap, the calculation gives 10.16 eV.

Last column: Löwdin charge in e.
Atoms and positions in Å:
C (-1.223, -1.648, -0.623)  -0.1103
O (-1.054, -0.978, 0.626)  -0.2196
C (-0.815, 0.376, 0.617)  -0.3934
C (-1.762, 1.304, -0.176)  -0.0410
C (0.656, 0.710, 0.117)  -0.7341
O (0.926, 1.787, -0.345)  0.0126
S (1.730, -0.675, 0.047)  0.8787
H (-1.189, -2.721, -0.286)  0.1065
H (-0.281, -1.399, -1.269)  0.0736
H (-2.194, -1.403, -1.122)  0.0949
H (-0.931, 0.668, 1.703)  0.1687
H (-1.387, 2.309, -0.150)  0.0720
H (-1.727, 1.088, -1.215)  0.0619
H (-2.849, 1.207, 0.085)  0.1055
H (2.764, 0.128, -0.360)  -0.0760

***

## Q
Below is an isolated molecule of C4H8O2S, with properties calculated with ωB97M-V/def2-TZVPD.

The charge is 0. Its SMILES is C=[S@@]1(=O)CCCO1. The HOMO energy (alpha / beta) comes out at -8.73 / -8.73 eV. For the HOMO-LUMO gap (alpha / beta), the calculation gives 8.84 / 8.84 eV.

Last column: Löwdin charge in e.
Atoms and positions in Å:
C (-2.185, 1.160, -0.356)  -0.1966
S (-0.598, 0.736, -0.779)  0.8723
O (-0.057, 1.627, -1.749)  -0.3534
C (0.461, 0.738, 0.730)  -0.2400
C (0.796, -0.699, 0.976)  -0.2047
C (1.014, -1.452, -0.427)  -0.3247
O (-0.083, -1.160, -1.172)  -0.2778
H (-2.528, 1.659, -1.283)  0.0276
H (-2.713, 0.565, 0.379)  0.0196
H (-0.096, 1.456, 1.469)  0.1503
H (1.325, 1.153, 0.386)  0.0563
H (0.011, -1.214, 1.441)  0.0853
H (1.712, -0.799, 1.622)  0.1303
H (1.956, -1.260, -1.093)  0.1449
H (0.985, -2.511, -0.144)  0.1106

***

## R
Below is a cluster of 2 separate species, C4H8O2S in total, with properties calculated with ωB97M-V/def2-TZVPD.

The charge is 0. The HOMO energy comes out at -9.02 eV. For the HOMO-LUMO gap, the calculation gives 9.44 eV.

Last column: Löwdin charge in e.
Atoms and positions in Å:
C (1.796, -0.084, 1.628)  -0.3109
C (-2.118, -0.577, -0.191)  -0.5029
C (2.013, 0.983, 0.560)  -0.0427
C (-1.672, 0.257, -1.261)  -0.2039
O (0.961, -0.922, 1.518)  0.0243
O (-0.455, -2.294, -0.983)  -0.5547
S (-1.602, -2.100, -0.127)  0.8964
H (2.454, -0.159, 2.538)  0.1206
H (-2.946, -0.355, 0.557)  0.0909
H (2.502, 0.533, -0.375)  0.1155
H (2.672, 1.778, 0.890)  0.0635
H (1.090, 1.288, 0.142)  0.0382
H (-1.044, 1.079, -0.938)  0.0534
H (-2.457, 0.915, -1.841)  0.1145
H (-1.194, -0.343, -2.118)  0.0978

***

Most stable: P. Least stable: Q.

***

## P
Below is an isolated molecule of C9H15N3O4, with properties calculated with ωB97M-V/def2-TZVPD.

The charge is 0. Its SMILES is NC(=O)C[C@H](NC(=O)[C@@H]1CCCN1)C(=O)O. The HOMO energy comes out at -8.78 eV. For the HOMO-LUMO gap, the calculation gives 9.15 eV.

Last column: Löwdin charge in e.
Atoms and positions in Å:
N (1.327, -3.254, 1.669)  0.1442
C (1.642, -2.572, 0.510)  -0.4761
O (2.619, -1.872, 0.310)  0.0517
C (0.372, -2.492, -0.451)  -0.0633
C (-0.213, -1.169, -0.671)  -0.2378
N (-1.167, -0.891, 0.384)  0.0918
C (-1.449, 0.336, 1.031)  -0.4064
O (-2.623, 0.615, 1.372)  0.0247
C (-0.341, 1.390, 1.204)  -0.1867
C (-0.893, 2.652, 0.216)  -0.1273
C (0.359, 3.234, -0.336)  -0.1988
C (1.238, 1.921, -0.577)  -0.1358
N (0.981, 1.022, 0.638)  -0.0601
C (-0.751, -0.880, -2.135)  -0.4410
O (-0.104, -0.968, -3.153)  0.1161
O (-2.017, -0.470, -2.094)  0.1500
H (0.385, -3.775, 1.698)  0.1396
H (2.010, -3.431, 2.367)  0.0891
H (-0.317, -3.155, -0.011)  0.0851
H (0.681, -2.951, -1.349)  0.1177
H (0.567, -0.401, -0.476)  0.1137
H (-1.851, -1.562, 0.699)  0.1439
H (-0.635, 1.694, 2.274)  0.1648
H (-1.533, 3.413, 0.707)  0.1215
H (-1.466, 2.244, -0.585)  0.0893
H (0.860, 4.032, 0.264)  0.1177
H (0.093, 3.613, -1.360)  0.1212
H (2.383, 2.201, -0.826)  0.1570
H (0.745, 1.463, -1.449)  0.0913
H (1.445, 0.422, 1.364)  0.1472
H (-2.346, -0.410, -1.234)  0.0558

***

## Q
Below is a cluster of 2 separate species, C9H15N3O4 in total, with properties calculated with ωB97M-V/def2-TZVPD.

The charge is 0. The HOMO energy comes out at -6.56 eV. For the HOMO-LUMO gap, the calculation gives 3.66 eV.

Last column: Löwdin charge in e.
Atoms and positions in Å:
C (-2.571, 0.148, -0.085)  -0.1125
C (-2.015, -1.037, -1.005)  -0.1973
C (-1.650, -2.394, -0.235)  -0.2114
O (-1.882, -2.376, 1.194)  -0.1758
C (-0.605, -2.421, 1.898)  -0.1396
C (0.028, -0.977, 1.761)  -0.0550
C (-0.173, 0.157, 2.742)  0.0499
N (0.368, 1.414, 2.557)  0.0004
N (1.116, 1.909, 1.582)  0.1482
C (1.379, 0.903, 0.666)  -0.1906
C (2.331, 1.375, -0.548)  -0.0302
C (0.932, -0.532, 0.615)  0.1061
H (-3.115, -0.183, 0.851)  0.0754
H (-1.733, 0.894, 0.092)  0.0599
H (-3.350, 0.709, -0.717)  0.0859
H (-2.744, -1.257, -1.844)  0.1095
H (-1.059, -0.638, -1.504)  0.1077
H (-0.583, -2.678, -0.524)  0.1135
H (-2.339, -3.209, -0.662)  0.1356
H (-0.849, -2.610, 3.000)  0.1424
H (0.067, -3.249, 1.474)  0.1477
H (-0.800, -0.046, 3.667)  0.1558
H (0.163, 2.108, 3.300)  0.1844
H (3.429, 1.371, -0.262)  0.1043
H (1.977, 2.414, -0.873)  0.0977
H (2.121, 0.694, -1.449)  0.0804
H (1.257, -1.211, -0.224)  0.1396
N (2.575, 2.682, -3.868)  -0.6535
O (2.000, 3.413, -4.692)  -0.0686
O (3.346, 3.179, -3.021)  -0.0998
O (2.380, 1.448, -3.884)  -0.1104

***

Most stable: P. Least stable: Q.

***

## P
Below is a cluster of 2 separate species, C3H11N2O in total, with properties calculated with ωB97M-V/def2-TZVPD.

The charge is +1. The HOMO energy comes out at -14.48 eV. For the HOMO-LUMO gap, the calculation gives 11.47 eV.

Last column: Löwdin charge in e.
Atoms and positions in Å:
C (-2.049, -2.024, 0.141)  -0.0409
N (-0.620, -2.238, -0.140)  0.0875
H (-0.146, -2.299, 0.760)  0.1546
H (-0.483, -2.986, -0.814)  0.1647
H (-0.145, -1.332, -0.541)  0.1336
H (-2.195, -1.211, 0.846)  0.1011
H (-2.525, -2.963, 0.442)  0.1051
H (-2.533, -1.734, -0.794)  0.1025
C (-0.134, 2.155, -0.534)  0.0115
C (0.766, 1.143, 0.048)  -0.5123
O (0.446, -0.044, 0.193)  -0.0232
N (2.037, 1.532, 0.397)  0.1846
H (-1.146, 1.803, -0.497)  0.0815
H (0.160, 2.278, -1.594)  0.1161
H (2.507, 0.855, 0.980)  0.1192
H (2.080, 2.494, 0.698)  0.1144
H (-0.089, 3.170, -0.127)  0.1001

***

## Q
Below is a cluster of 2 separate species, C3H11N2O in total, with properties calculated with ωB97M-V/def2-TZVPD.

The charge is +1. The HOMO energy comes out at -13.35 eV. For the HOMO-LUMO gap, the calculation gives 10.22 eV.

Last column: Löwdin charge in e.
Atoms and positions in Å:
C (0.111, -0.648, 2.446)  -0.0927
C (-0.128, 0.195, 1.219)  -0.3614
C (0.477, -0.234, 0.032)  -0.0480
N (0.163, 0.536, -1.200)  0.1398
N (-1.134, 1.211, 1.275)  0.0457
H (-0.270, -1.745, 2.562)  0.1071
H (-0.203, -0.099, 3.391)  0.0829
H (1.343, -0.882, 2.703)  0.1529
H (1.341, -0.984, 0.009)  0.1561
H (1.040, 0.976, -1.500)  0.1678
H (-0.756, 1.044, -0.931)  0.1882
H (-0.049, -0.203, -1.885)  0.0670
H (-2.030, 1.011, 1.698)  0.0954
H (-0.883, 2.210, 1.547)  0.1406
H (0.085, -0.284, -4.276)  0.0953
H (0.686, -1.446, -3.700)  0.0976
O (0.207, -0.656, -3.388)  -0.0344

***

Most stable: P. Least stable: Q.